Record 1
Entry from OMol25: 12 unconnected molecules or ions with the total composition C19H62O12 (the ωB97M-V functional and the def2-TZVPD basis).

ORCA input file:
```
! RIJCOSX wB97M-V def2-TZVPD def2/J DEFGRID3
* xyz 0 1
C 2.749 -2.614 2.452
O 1.595 -3.237 1.881
H 3.592 -3.293 2.296
H 2.944 -1.652 1.971
H 2.638 -2.447 3.520
H 1.837 -3.412 0.963
C -4.247 2.053 0.561
O -4.634 3.431 0.515
H -4.011 1.784 1.596
H -5.078 1.436 0.238
H -3.341 1.940 -0.035
H -3.906 3.949 0.867
C 2.021 3.978 0.992
O 2.377 4.625 2.223
H 2.421 4.505 0.126
H 2.341 2.940 1.026
H 0.927 3.976 0.947
H 2.216 5.567 2.210
C -1.677 2.837 -2.160
O -0.450 2.965 -1.487
H -1.532 3.157 -3.193
H -2.077 1.818 -2.124
H -2.462 3.499 -1.767
H -0.494 2.506 -0.623
C 3.953 0.595 -0.344
O 4.378 0.425 1.010
H 2.862 0.633 -0.397
H 4.434 1.443 -0.829
H 4.241 -0.309 -0.892
H 4.871 1.211 1.258
C -1.877 1.975 5.590
C -1.750 2.742 4.278
O -0.799 2.125 3.422
H -2.627 2.376 6.269
H -0.913 1.863 6.087
H -2.165 0.952 5.328
H -1.532 3.803 4.435
H -2.697 2.714 3.733
H 0.103 2.337 3.751
C -1.142 -5.469 1.030
C -1.166 -4.232 0.144
O -2.427 -4.199 -0.566
H -1.461 -6.365 0.501
H -1.815 -5.367 1.886
H -0.153 -5.591 1.481
H -0.370 -4.276 -0.598
H -1.074 -3.329 0.747
H -3.006 -3.690 0.010
C -3.314 -1.687 -3.080
C -3.429 -1.732 -4.588
O -4.767 -1.397 -4.958
H -3.636 -0.705 -2.731
H -2.290 -1.906 -2.772
H -3.924 -2.439 -2.576
H -3.145 -2.717 -4.976
H -2.777 -0.964 -5.020
H -4.802 -1.240 -5.905
C 1.770 0.357 4.953
C 2.353 1.347 3.979
O 1.827 2.652 4.209
H 1.894 0.694 5.987
H 2.181 -0.649 4.906
H 0.688 0.261 4.829
H 2.132 1.040 2.946
H 3.447 1.321 4.044
H 2.320 3.245 3.615
C 2.185 -1.976 -2.885
C 2.950 -3.034 -2.094
O 2.131 -3.531 -1.032
H 2.878 -1.461 -3.554
H 1.761 -1.198 -2.246
H 1.368 -2.451 -3.426
H 3.874 -2.610 -1.690
H 3.184 -3.849 -2.783
H 2.162 -4.491 -1.040
C 0.973 1.290 -4.679
C -0.248 0.394 -4.805
O -0.624 0.220 -6.179
H 1.143 1.450 -3.610
H 0.817 2.212 -5.234
H 1.876 0.802 -5.057
H -1.131 0.796 -4.310
H -0.052 -0.596 -4.375
H 0.106 -0.218 -6.629
C -0.791 -0.486 -0.523
C -0.051 0.009 0.706
O -0.121 1.439 0.767
H -1.852 -0.269 -0.373
H -0.695 -1.562 -0.673
H -0.427 -0.016 -1.438
H 1.011 -0.259 0.640
H -0.443 -0.439 1.620
H -0.132 1.675 1.711
*
```

Kohn-Sham gap   0.373 Eh
Lowest unoccupied orbital energy   0.40 eV
HOMO energy   -9.7 eV
Structure (SMILES)   CCO.CCO.CCO.CCO.CCO.CCO.CCO.CO.CO.CO.CO.CO

Results of the Löwdin charge analysis, in e, for atoms 1 through 5: -0.14, -0.14, 0.08, 0.06, 0.06

=====

Record 2
Entry from OMol25: a molecular structure, C43H34BrF4MnN4OPS2 (the ωB97M-V functional and the def2-TZVPD basis).

ORCA input file:
```
! RIJCOSX wB97M-V def2-TZVPD def2/J DEFGRID3
* xyz 3 5
Mn 0.119 -0.305 -0.371
F -3.977 -5.048 2.697
C -3.119 -4.073 2.548
C -2.908 -3.162 3.570
F -3.554 -3.272 4.705
C -1.994 -2.133 3.381
F -1.775 -1.297 4.389
C -1.302 -1.968 2.188
P -0.054 -0.665 2.056
C -0.670 0.903 2.659
C 0.266 1.904 2.942
C -0.166 3.159 3.341
C -1.527 3.420 3.450
C -2.458 2.432 3.149
C -2.035 1.177 2.744
C 1.352 -1.233 3.008
C 2.166 -2.236 2.468
C 3.183 -2.778 3.231
C 3.385 -2.332 4.534
C 2.571 -1.346 5.076
C 1.551 -0.790 4.319
C -1.504 -2.926 1.191
Br -0.498 -2.935 -0.422
C -2.401 -3.960 1.358
F -2.591 -4.855 0.406
H 1.330 1.706 2.875
H 0.557 3.927 3.580
H -1.862 4.394 3.782
H -3.516 2.635 3.253
H -2.767 0.409 2.521
H 2.006 -2.594 1.457
H 3.816 -3.552 2.819
H 4.178 -2.763 5.131
H 2.720 -1.017 6.096
H 0.904 -0.041 4.755
S -3.093 -1.298 -5.097
C -3.750 -1.182 -6.669
C -2.854 -0.671 -7.556
C -1.613 -0.355 -6.953
C -1.583 -0.630 -5.611
C -0.476 -0.439 -4.684
C -0.705 -0.439 -3.297
N 0.264 -0.284 -2.405
C 1.539 -0.106 -2.826
C 1.873 -0.068 -4.180
C 3.251 0.146 -4.534
C 4.193 0.321 -3.581
C 3.857 0.290 -2.181
C 4.790 0.479 -1.152
C 4.396 0.447 0.179
C 3.033 0.215 0.433
N 2.128 0.011 -0.517
C 2.531 0.061 -1.822
C 5.312 0.631 1.297
C 5.022 0.595 2.640
C 6.155 0.809 3.454
C 7.288 1.003 2.718
S 6.989 0.931 1.047
C 0.836 -0.250 -5.105
H -4.758 -1.515 -6.857
H -3.071 -0.524 -8.603
H -0.788 0.076 -7.501
H -1.705 -0.564 -2.901
H 3.520 0.171 -5.582
H 5.225 0.490 -3.857
H 5.828 0.653 -1.411
H 2.683 0.178 1.453
H 4.037 0.413 3.052
H 6.139 0.823 4.533
H 8.289 1.189 3.074
H 1.069 -0.254 -6.162
C -4.752 1.096 -1.968
N -3.802 0.455 -1.052
C -4.066 -0.953 -0.757
C -2.651 1.012 -0.676
O -1.679 0.231 -0.324
N -2.470 2.332 -0.660
C -1.121 2.880 -0.571
C -3.551 3.290 -0.397
H -5.021 0.366 -2.730
H -4.287 1.944 -2.462
H -5.658 1.415 -1.455
H -5.139 -1.078 -0.622
H -3.560 -1.247 0.159
H -3.743 -1.598 -1.577
H -0.427 2.290 -1.170
H -0.778 2.932 0.465
H -1.132 3.883 -0.991
H -4.442 2.773 -0.057
H -3.783 3.886 -1.279
H -3.219 3.956 0.398
*
```

Kohn-Sham gap (spin up / spin down)   0.162 / 0.214 Eh
Lowest unoccupied orbital energy (spin up / spin down)   -10.53 / -9.12 eV
HOMO energy (spin up / spin down)   -14.9 / -15.0 eV

Results of the Löwdin charge analysis, in e, for atoms 1 through 5: 0.77, 0.21, -0.11, -0.11, 0.20

=====

Record 3
Entry from OMol25: C3H4 in the gas phase (the ωB97M-V functional and the def2-TZVPD basis).

ORCA input file:
```
! RIJCOSX wB97M-V def2-TZVPD def2/J DEFGRID3
* xyz 0 1
C -2.049 -0.039 -0.039
C -0.852 0.017 0.019
C 0.749 0.013 0.009
H -3.086 0.188 0.256
H 1.141 0.309 -1.027
H 1.213 0.889 0.460
H 1.064 -0.839 0.539
*
```

Kohn-Sham gap   0.410 Eh
Lowest unoccupied orbital energy   1.05 eV
HOMO energy   -10.1 eV
Structure (SMILES)   C#CC

Results of the Löwdin charge analysis, in e, for atoms 1 through 5: 0.03, -0.16, -0.09, 0.04, 0.09

=====

Sequential total energy output: -45275.0336; -196320.8069; -3173.0942 eV
Sequential ΔE to the lowest compared entry with this formula, charge and spin output: 3.721; 0.000; 0.756 eV